Entry from the OMol25 dataset: C11H24Cl2N2O2PPtS as an isolated structure at a distorted geometry (the ωB97M-V functional and the def2-TZVPD basis).

Positions of all 44 atoms, in Å:
C1 0.54849 -2.95525 -1.88059
C2 -0.49164 -1.90258 -1.73371
H1 0.08951 -3.84709 -2.32811
H2 0.95631 -3.20419 -0.89201
H3 1.37400 -2.59271 -2.50951
O1 -1.66496 -2.05169 -2.02684
Cl1 2.34222 -0.45650 -1.38346
Pt1 -0.06510 -0.01551 -0.96630
P1 0.10208 0.85001 -3.13325
C3 -1.45405 1.45620 -3.83936
C4 1.29473 2.20888 -3.24647
H4 1.64146 -0.76477 -4.01088
H5 0.70156 0.03275 -5.31473
H6 -0.05239 -1.24983 -4.32013
C5 0.65092 -0.40857 -4.31346
H7 2.23225 1.87420 -2.79204
H8 1.45534 2.47190 -4.29878
H9 -1.31097 1.69711 -4.90087
H10 -1.77599 2.35654 -3.30175
H11 0.91442 3.07340 -2.69431
H12 -2.22612 0.68224 -3.74760
C6 -1.89210 0.47918 -0.95452
O2 -2.99617 0.81037 -0.92908
Cl2 0.34764 2.11143 0.11472
C7 2.26106 -0.23524 2.08432
N1 1.15787 -0.16097 3.03268
C8 1.51360 0.16170 4.40726
C9 -0.09006 -0.43792 2.62275
S1 -0.31499 -1.41756 1.20989
N2 -1.18737 0.07634 3.23806
C10 -1.44081 0.07807 4.67814
C11 -2.40432 0.21839 2.44575
H13 3.14468 0.17181 2.58495
H14 2.02869 0.37315 1.19807
H15 2.43128 -1.26897 1.76696
H16 1.11204 1.13375 4.71215
H17 1.19898 -0.63007 5.09792
H18 2.60430 0.21801 4.43740
H19 -2.14631 0.89882 4.85696
H20 -1.91421 -0.86680 4.99444
H21 -0.54826 0.25154 5.27576
H22 -2.21713 0.87070 1.58350
H23 -2.75092 -0.75767 2.08078
H24 -3.15958 0.66737 3.09531

Cartesian forces (eV/Å) of the 6 atoms listed first:
C 0.6 -0.4 0.0
C -3.7 -1.2 -1.4
H 0.0 0.3 0.2
H 0.1 0.0 -0.3
H -0.3 -0.1 0.3
O 2.9 0.7 0.9

Values from the calculation:
**2S+1**: 5
**Frontier orbital gap (spin up / spin down)**: 5.36 / 3.89 eV
**<S²>**: 6.041
**Highest occupied orbital energy (spin up / spin down)**: -16.627 / -19.058 eV
**DFT total energy**: -2471.501136 a.u.
**Total charge**: +3
**Molecular weight**: 545.35 g mol⁻¹
**Energy relative to the best compared isomer or geometry (same formula, charge and spin)**: 25.43 kcal per mole